1.
9
Properties=species:S:1:pos:R:3:forces:R:3:lowdin_charge:R:1 method="wB97M-V/def2-TZVPD" relative_energy_kj_mol=181.36 gap_ev=11.0 homo_ha=-0.387 energy_ha=-280.31170
C 0.4171 -0.7884 -1.2376 0.237 0.610 -0.072 -0.279
C -0.2375 1.3476 -0.6784 0.076 -0.858 -0.224 -0.304
C -0.1583 -0.3170 1.0163 1.018 -0.514 0.919 0.005
N 1.0169 -1.5389 -1.8485 0.499 -1.161 -0.995 0.181
N -0.3251 2.4520 -0.8878 -0.292 3.060 -0.512 0.192
N -0.1485 0.0761 -0.4083 0.604 -2.088 0.945 -0.114
H 0.2874 -1.3549 1.2622 -0.450 1.878 -0.967 0.135
H 0.3444 0.4943 1.6010 -0.505 -0.889 -0.344 0.113
H -1.1964 -0.3708 1.1811 -1.188 -0.039 1.250 0.071

2.
34
Properties=species:S:1:pos:R:3:forces:R:3:lowdin_charge:R:1 method="wB97M-V/def2-TZVPD" total_charge=+1 relative_energy_kj_mol=140.89 gap_ev=10.2 homo_ha=-0.472 energy_ha=-577.38513
N 1.3040 0.1870 -0.4015 -0.076 1.320 -1.400 0.163
C 1.4510 0.0810 1.0766 0.616 -0.811 0.350 -0.307
C 2.9243 -0.0644 1.3542 1.620 -0.241 0.375 -0.058
C 0.5183 -1.0535 1.6253 0.580 -0.577 -0.027 -0.164
N -0.3705 -1.5038 0.5565 -1.553 -0.786 0.535 -0.055
C -2.4120 -1.3021 2.0097 -1.480 0.625 1.014 -0.058
C -1.7783 -0.9788 0.6718 1.670 0.160 -0.469 -0.398
C -1.6444 0.4994 0.3668 -1.506 0.914 0.903 -0.088
H 2.0769 0.5006 -1.0096 0.599 0.175 1.032 0.127
H 1.0449 -0.6728 -0.8843 -0.901 -0.368 0.597 0.147
H 0.6476 0.9355 -0.7042 -0.284 -0.811 0.413 0.106
H 1.1590 1.0347 1.5105 -0.241 0.042 -0.249 0.140
H 3.4754 0.7933 0.9543 -0.170 0.180 0.336 0.090
H 3.2016 -0.1975 2.4032 -0.530 0.520 0.138 0.096
H 3.4829 -0.9045 0.9353 -0.772 -0.420 -0.564 0.091
H 0.1016 -0.7576 2.5925 -0.748 0.646 -0.425 0.122
H 1.0338 -1.9401 2.0166 0.771 0.224 -0.755 0.131
H -0.5024 -2.5086 0.5975 0.561 -0.046 0.083 0.118
H -3.4180 -1.7313 2.0314 -0.098 0.048 -0.961 0.083
H -2.5962 -0.3514 2.5234 0.361 -0.201 0.376 0.082
H -1.9411 -2.0010 2.6978 0.867 0.196 -0.247 0.082
H -2.3385 -1.3658 -0.1815 0.054 -0.427 0.205 0.137
H -2.5936 0.9862 0.6298 -0.245 -0.105 -0.780 0.097
H -1.0243 1.1142 1.0216 0.685 -0.559 0.129 0.080
H -1.3679 0.6590 -0.6682 -0.218 0.015 -0.062 0.047
H 1.0694 1.9001 -2.9171 -0.025 0.016 0.147 0.046
H 1.8188 0.6226 -3.2844 0.136 0.105 -0.116 0.069
O 1.8217 1.3528 -2.6535 0.029 -0.052 -0.586 -0.043
H -0.0812 3.5128 -1.3693 0.158 0.570 0.087 0.063
H -1.4586 2.8580 -1.3685 -0.171 0.031 -0.011 0.064
O -0.5272 2.6841 -1.5231 0.256 -0.438 -0.114 -0.037
H -0.6605 -0.3410 -4.0570 -0.035 -0.038 -0.054 0.040
H -1.6509 -1.2043 -3.3105 -0.180 -0.180 0.043 0.043
O -0.7654 -0.8428 -3.2421 0.272 0.275 0.059 -0.054

3.
45
Properties=species:S:1:pos:R:3:forces:R:3:lowdin_charge:R:1 method="wB97M-V/def2-TZVPD" relative_energy_kj_mol=12.46 gap_ev=9.7 homo_ha=-0.340 energy_ha=-1394.45635
C -6.2526 -2.2430 0.5342 -0.083 -0.013 0.029 -0.116
H -6.1468 -3.3244 0.4788 -0.098 -0.002 0.031 0.088
O -5.0129 -1.6978 0.1688 0.265 0.051 -0.062 -0.198
C -5.0009 -0.2877 0.1926 0.065 0.215 -0.174 -0.250
C -3.6061 0.1968 -0.1835 -0.203 -0.280 0.375 -0.152
H -3.3373 -0.2385 -1.1484 0.001 0.063 -0.084 0.119
H -3.6174 1.2840 -0.2741 0.026 0.033 -0.046 0.120
C -2.5793 -0.2247 0.8702 -0.269 0.042 -0.017 -0.167
N -1.2331 0.1388 0.4912 -0.191 -0.356 -0.065 0.059
C -0.6187 1.2287 0.9936 0.488 -0.066 -0.221 -0.450
O -1.1018 1.9393 1.8470 -0.162 0.338 0.258 0.085
C 0.7956 1.4992 0.4473 -0.089 0.349 0.062 -0.181
N 1.7221 0.4592 0.8211 -0.209 0.002 0.203 -0.004
C 2.9960 0.7436 1.2818 0.015 0.111 0.293 -0.393
O 3.3076 1.7421 1.8836 0.140 0.094 -0.024 0.113
C 3.8373 -0.3978 0.8588 0.029 -0.484 -0.380 -0.081
C 5.1762 -0.6509 1.0957 -0.137 0.071 0.014 0.006
C 5.7377 -1.7736 0.5073 0.102 0.078 0.090 -0.070
C 4.9780 -2.6131 -0.2958 -0.112 -0.078 -0.084 -0.067
C 3.6328 -2.3613 -0.5313 -0.018 0.021 0.039 -0.020
C 3.0749 -1.2434 0.0520 0.360 0.365 0.362 -0.167
C 1.6805 -0.7151 0.0040 -0.349 -0.362 -0.656 -0.428
H 0.9505 -1.4511 0.3584 0.121 0.107 0.038 0.123
S 1.0783 -0.1434 -1.6650 0.089 0.044 0.158 0.999
C 0.8933 1.6173 -1.0935 0.065 -0.281 -0.127 -0.687
C 2.1565 2.3745 -1.4879 -0.008 -0.016 0.109 -0.076
H 2.3001 2.3252 -2.5654 0.021 -0.004 -0.046 0.083
H 2.0729 3.4188 -1.1930 -0.004 0.145 0.047 0.096
H 3.0372 1.9523 -1.0070 0.057 0.014 -0.028 0.081
C -0.3288 2.2555 -1.7347 0.025 -0.124 -0.009 -0.075
H -0.4902 3.2398 -1.2990 -0.011 0.142 0.001 0.102
H -0.1695 2.3694 -2.8047 -0.016 0.067 -0.082 0.086
H -1.2255 1.6613 -1.5837 -0.067 0.007 -0.003 0.063
H 3.0451 -3.0107 -1.1621 -0.036 -0.109 -0.075 0.116
H 5.4409 -3.4772 -0.7482 0.052 -0.071 -0.035 0.105
H 6.7809 -1.9978 0.6721 0.083 -0.023 0.012 0.104
H 5.7529 0.0133 1.7201 0.079 0.077 0.062 0.122
H 1.1390 2.4260 0.9223 -0.140 -0.154 -0.083 0.166
H -0.8544 -0.3099 -0.3329 0.118 0.128 0.044 0.065
H -2.6327 -1.3071 1.0077 -0.002 0.097 0.077 0.125
H -2.7888 0.2749 1.8183 -0.018 -0.140 -0.052 0.127
H -5.2697 0.0753 1.1968 -0.015 -0.010 -0.059 0.128
H -5.7425 0.1054 -0.5210 0.039 -0.032 0.114 0.124
H -6.5291 -1.9540 1.5560 -0.010 -0.030 -0.026 0.089
H -7.0480 -1.9182 -0.1486 0.008 -0.027 0.022 0.088

4.
7
Properties=species:S:1:pos:R:3:forces:R:3:lowdin_charge:R:1 method="wB97M-V/def2-TZVPD" total_charge=-1 relative_energy_kj_mol=164.79 gap_ev=8.7 homo_ha=-0.163 energy_ha=-340.61976
C -0.1217 -1.4143 0.2396 -5.279 -6.718 0.351 -0.175
C 0.4132 -0.3016 0.4925 0.604 1.335 -0.373 -0.026
C -0.1496 1.0938 -0.3779 -0.058 -1.343 -1.475 -0.766
O -0.7013 1.9289 0.2509 -1.256 1.661 2.734 0.031
O -0.9335 -2.5191 0.1471 5.261 6.766 0.278 -0.162
O 0.1624 1.0003 -1.5342 0.926 -0.516 -1.803 0.005
H 1.3305 0.2120 0.7820 -0.199 -1.185 0.288 0.094

5.
82
Properties=species:S:1:pos:R:3:forces:R:3:lowdin_charge:R:1 method="wB97M-V/def2-TZVPD" gap_ev=4.5 homo_ha=-0.252 energy_ha=-1697.10375
C 3.8330 -0.8583 -4.3182 0.205 -0.197 -0.098 -0.072
C 2.8787 0.2471 -3.9683 -0.222 0.147 0.487 -0.227
O 2.1237 -0.2050 -2.8218 0.356 0.372 -0.227 -0.073
C 1.2016 0.7147 -2.3809 -1.399 -0.003 -0.017 -0.499
C -0.0993 0.1334 -2.2241 0.181 -0.601 -0.570 -0.017
C -1.2223 1.0323 -2.0937 -0.542 0.376 0.767 -0.418
O -1.5202 1.7279 -1.1322 0.166 -0.108 -1.088 0.047
O -1.9975 1.0049 -3.2223 -0.196 0.987 0.228 -0.025
C -2.8810 2.1346 -3.4377 0.343 -0.511 0.148 -0.204
C -4.0157 1.6264 -4.2844 -0.599 -0.068 -0.104 -0.078
C -0.4575 -0.8685 -3.2467 0.935 0.430 -0.798 -0.457
O 0.0575 -0.9529 -4.3540 -0.176 -0.482 0.682 0.079
O -1.5152 -1.6335 -2.8969 0.179 -0.589 -0.346 0.000
C -1.8513 -2.5732 -3.9324 -0.209 0.193 -0.092 -0.236
C -3.2577 -3.0629 -3.7342 -0.360 -0.185 0.229 -0.077
O 1.4849 1.8895 -2.1898 0.588 0.042 0.145 0.050
H 4.3966 -0.5736 -5.2137 0.023 -0.139 0.162 0.079
H 4.5311 -1.0349 -3.4885 -0.060 0.010 -0.252 0.059
H 3.2889 -1.7884 -4.5239 0.086 0.210 0.031 0.084
H 3.4046 1.1689 -3.6863 -0.111 -0.123 -0.242 0.119
H 2.1795 0.4385 -4.7970 0.163 0.010 0.314 0.127
H -3.2179 2.5043 -2.4638 0.065 0.058 -0.271 0.115
H -2.2993 2.9053 -3.9616 -0.116 -0.093 0.218 0.130
H -4.6389 2.4448 -4.6561 0.107 0.047 0.079 0.073
H -3.6673 1.0632 -5.1556 0.098 0.077 0.187 0.080
H -4.6661 0.9800 -3.6855 0.124 -0.030 -0.139 0.077
H -1.7626 -2.0716 -4.9014 0.094 -0.201 0.179 0.121
H -1.1274 -3.3936 -3.8899 -0.055 0.076 -0.110 0.125
H -3.4672 -3.8418 -4.4709 -0.015 0.010 0.010 0.075
H -3.4113 -3.4962 -2.7395 0.044 0.100 -0.120 0.076
H -3.9884 -2.2619 -3.8837 0.141 -0.049 0.088 0.074
C -4.8180 0.5080 4.1662 -0.391 -0.192 0.018 -0.057
C -3.3634 0.7797 3.9466 0.396 -0.260 -0.050 -0.273
C -2.9409 1.3581 2.7583 0.140 0.260 0.291 0.001
C -1.6219 1.7964 2.5962 -0.111 -0.311 0.304 -0.204
C -1.3309 2.6940 1.4469 -0.027 0.125 -0.513 -0.049
C -0.6388 1.4123 3.5263 -0.507 0.253 0.276 -0.131
C 0.8433 1.6844 3.3214 -0.118 -0.337 0.050 -0.283
C 1.2894 3.0108 3.9612 0.197 0.110 -0.331 -0.035
C 1.3728 1.5808 1.8488 0.678 0.812 -0.852 -0.118
C 0.9152 0.3552 1.1445 0.601 -0.468 1.402 0.149
C 1.7390 -0.7131 0.7567 0.148 -0.174 -0.056 -0.096
C 1.3486 -2.0705 1.0570 -0.432 -0.145 -0.884 -0.165
C 0.2725 -2.3830 2.0626 -0.083 -0.132 0.082 -0.018
C 2.0200 -3.1055 0.4383 -0.056 -0.076 0.418 0.010
C 3.1181 -2.8895 -0.4048 0.080 0.405 0.131 -0.207
C 3.8342 -4.0429 -1.0380 0.056 -0.176 -0.271 -0.028
C 3.5784 -1.5835 -0.5784 0.313 -0.260 0.169 0.004
C 2.9634 -0.5009 0.0223 0.043 0.037 0.457 -0.156
C 3.5802 0.8512 -0.1292 0.285 0.481 -0.418 -0.028
C -1.0637 0.8362 4.7409 0.011 -0.287 -0.327 -0.217
C -0.1078 0.5800 5.8743 0.092 -0.280 0.322 -0.048
C -2.4056 0.5064 4.9273 -0.117 0.350 -0.199 -0.012
H -4.9884 0.0570 5.1465 -0.043 0.022 -0.101 0.073
H -5.4094 1.4323 4.1088 0.187 -0.184 0.046 0.086
H -5.2162 -0.1673 3.3999 0.052 0.058 0.126 0.084
H -3.6637 1.5263 1.9556 0.188 0.231 0.275 0.130
H -0.5977 3.4734 1.6848 -0.243 -0.132 0.013 0.083
H -0.9954 2.1122 0.5791 0.036 0.501 0.255 0.043
H -2.2558 3.1810 1.1080 0.305 -0.098 0.133 0.097
H 1.3912 0.8818 3.8460 -0.239 0.229 -0.088 0.130
H 0.9407 3.0799 4.9982 0.074 -0.037 -0.305 0.074
H 2.3865 3.0774 3.9602 -0.226 0.074 0.021 0.087
H 0.8927 3.8745 3.4092 0.065 -0.232 0.147 0.086
H 1.0813 2.4630 1.2506 -0.022 -0.271 0.276 0.135
H 2.4699 1.6267 1.9126 -0.480 -0.167 -0.022 0.106
H -0.1608 0.1966 1.1955 0.075 -0.235 -0.033 0.130
H 0.1220 -3.4702 2.1206 0.017 0.359 -0.035 0.085
H 0.5605 -2.0356 3.0675 -0.100 -0.028 -0.318 0.092
H -0.6944 -1.9232 1.8178 0.201 0.034 -0.012 0.097
H 1.7200 -4.1339 0.6442 0.034 0.237 0.007 0.126
H 4.4288 -3.7125 -1.8978 -0.179 -0.075 0.168 0.084
H 4.5229 -4.5391 -0.3385 -0.209 0.223 -0.015 0.097
H 3.1192 -4.8050 -1.3703 0.135 0.158 0.026 0.091
H 4.4873 -1.4243 -1.1677 -0.444 0.044 0.152 0.123
H 4.3579 0.8321 -0.9054 -0.270 -0.089 0.185 0.097
H 2.8477 1.6054 -0.4460 0.250 -0.150 0.140 0.077
H 4.0739 1.1683 0.8028 -0.180 -0.135 -0.219 0.095
H -0.6679 0.1628 6.7196 0.207 0.072 -0.128 0.078
H 0.6797 -0.1447 5.6149 -0.144 0.227 0.057 0.081
H 0.3780 1.5005 6.2297 -0.092 -0.304 -0.141 0.076
H -2.7104 0.0405 5.8633 0.011 0.165 -0.103 0.111

6.
10
Properties=species:S:1:pos:R:3:forces:R:3:lowdin_spin:R:1 method="wB97M-V/def2-TZVPD" s_squared=2.011 spin_multiplicity=3 relative_energy_kj_mol=0.00 gap_ev="8.3 / 8.2" homo_ha="-0.279 / -0.362" energy_ha=-129.30148
B 0.4491 0.5918 -0.9459 -1.139 -0.954 3.084 0.260
B 0.4015 -0.3862 0.3957 0.083 -0.362 -0.439 0.322
C -0.4234 1.6997 -0.7065 -0.124 1.546 1.154 0.530
C -0.1903 -1.6460 0.9600 1.669 -0.531 1.588 0.647
H -1.1080 1.8990 -1.4644 -1.318 0.817 -1.282 0.045
H 0.4637 -2.2027 1.7255 -1.264 0.635 -1.250 0.036
H 1.2235 0.0564 1.0820 0.991 0.606 0.802 0.047
H 1.1073 0.1767 -1.7013 1.881 -0.746 -2.873 0.030
H -0.6045 2.2401 0.2393 0.130 -0.478 -0.556 0.036
H -1.1857 -1.9837 0.8649 -0.909 -0.533 -0.228 0.046

7.
19
Properties=species:S:1:pos:R:3:forces:R:3:lowdin_charge:R:1 method="wB97M-V/def2-TZVPD" total_charge=+1 relative_energy_kj_mol=299.35 gap_ev="7.5 / 7.5" homo_ha="-0.485 / -0.485" energy_ha=-620.60352
C -1.0022 -1.6870 -1.0017 1.165 -3.062 1.382 -0.029
C -0.8791 2.8218 0.4752 1.978 -0.529 1.806 -0.024
C 0.3461 -1.6595 -0.2175 0.653 1.385 -3.332 -0.459
C 1.1564 -0.1001 -0.5221 0.026 -1.488 -3.080 -0.605
N -0.5770 1.6036 -0.2376 1.236 -1.302 -1.244 0.103
N 0.5516 1.0946 -0.0534 -1.320 1.739 1.969 -0.079
N 0.1876 -1.8525 1.0815 2.665 -1.032 3.755 0.036
I 3.1233 -0.0862 0.4133 -0.623 -0.225 -0.629 0.955
H -1.5815 -0.8215 -0.9434 -0.788 1.475 0.101 0.042
H -1.5811 -2.5639 -0.5751 0.501 1.147 -0.141 0.117
H -0.8540 -2.0252 -1.9988 0.283 0.324 -1.069 0.071
H 0.0023 3.5099 0.6256 -0.735 -0.813 -0.177 0.127
H -1.2335 2.4602 1.4574 0.050 0.356 -0.110 0.120
H -1.6717 3.3226 0.0238 -1.234 0.707 -0.980 0.071
H 1.1348 -2.3402 -0.5957 -0.518 0.499 -0.310 0.136
H 1.1696 -0.0301 -1.6814 0.370 -0.160 1.944 0.141
H 1.1319 -1.8379 1.6407 -2.811 0.025 -1.046 0.117
H -0.5636 -1.3142 1.4182 -0.804 0.503 1.356 0.082
H 1.1402 1.5056 0.6910 -0.095 0.451 -0.195 0.080